No. 1
The following is a DFT calculation (ωB97M-V/def2-TZVPD) of a molecular structure, C36H25Cl2N7OSe2Tc in a non-equilibrium geometry.

```
! RIJCOSX wB97M-V def2-TZVPD def2/J DEFGRID3
* xyz 2 2
Tc 0.2838 0.2335 -0.4595
C 2.9828 -4.9261 0.0524
C 1.5978 -5.0096 0.0785
C 0.8403 -3.9010 0.4041
C 1.4751 -2.7035 0.7214
C 2.8599 -2.6133 0.6848
C 3.6105 -3.7242 0.3527
N 0.7158 -1.5621 1.0763
C -0.0142 -1.5951 2.1329
C -0.1005 -2.6348 3.1488
C -1.2085 -2.7061 3.9014
C -2.3298 -1.7902 3.7102
C -2.1913 -0.6982 2.9616
C -0.8597 -0.3802 2.3549
N -0.9443 0.2348 1.0410
N 0.4420 1.6021 2.2185
C 1.7649 1.3883 1.8252
C 2.7909 1.7706 2.6857
C 4.0916 1.5533 2.2912
C 4.3393 0.9775 1.0477
C 3.2696 0.6346 0.2488
N 1.9987 0.8240 0.6373
H 3.5693 -5.7916 -0.1997
H 1.1058 -5.9365 -0.1657
H -0.2398 -3.9580 0.4068
H 3.3443 -1.6896 0.9580
H 4.6844 -3.6587 0.3433
H 0.7003 -3.3503 3.2358
H -1.3026 -3.4799 4.6451
H -3.2595 -2.0028 4.2043
H -2.9870 0.0140 2.8191
H 2.5476 2.2564 3.6182
H 4.9075 1.8492 2.9310
H 5.3419 0.8065 0.6991
H 3.4071 0.1714 -0.7142
Cl 0.9568 -3.9297 -3.0226
C 1.5188 -2.3711 -3.4782
C 2.1530 -2.1990 -4.7307
C 2.6058 -0.9681 -5.1338
Cl 3.4085 -0.7960 -6.6483
C 2.4204 0.1763 -4.3068
C 2.8404 1.4853 -4.6036
C 2.6266 2.4866 -3.6887
C 1.9505 2.1985 -2.4963
N 1.5012 0.9934 -2.2059
C 1.7709 -0.0211 -3.0728
C 1.3552 -1.2974 -2.6314
O 0.8168 -1.3706 -1.4172
H 2.2863 -3.0593 -5.3673
H 3.3450 1.6849 -5.5360
H 2.9668 3.4902 -3.8713
H 1.7825 2.9700 -1.7584
Se -2.6881 2.9364 -0.1100
Se -1.2099 2.7188 -1.8716
C -1.8499 1.0106 -2.4802
C -2.7497 0.9064 -3.5265
C -3.2022 -0.3554 -3.8815
C -2.7495 -1.4544 -3.1721
C -1.8301 -1.2654 -2.1529
N -1.3815 -0.0526 -1.8234
C -1.5657 2.5068 1.3726
C -1.9577 2.9573 2.5746
C -1.6278 2.4874 3.9150
C -0.8659 1.4393 4.2309
C -0.0667 0.6794 3.2260
N -0.5006 1.5566 1.1578
H -3.0944 1.7935 -4.0329
H -3.9043 -0.4733 -4.6918
H -3.0833 -2.4508 -3.4064
H -1.4158 -2.0916 -1.5974
H -2.7244 3.7237 2.5486
H -2.1280 3.0180 4.7118
H -0.7678 1.1430 5.2609
H 0.7846 0.1844 3.7095
*
```

Summary:
* Kohn-Sham gap (spin up / spin down): 0.2294 / 0.2217 Ha
* lowest unoccupied orbital energy (spin up / spin down): -0.2473 / -0.2565 Eh
* highest occupied orbital energy (spin up / spin down): -12.972 / -13.013 eV

=====

No. 2
The following is a DFT calculation (ωB97M-V/def2-TZVPD) of a molecular structure, C36H26BrCaCl5F5N5SSe.

```
! RIJCOSX wB97M-V def2-TZVPD def2/J DEFGRID3
* xyz -2 1
Ca -0.5643 0.6627 0.5882
Cl 1.3824 2.6374 1.9629
C 1.0863 3.4168 0.4131
C 0.3871 2.6869 -0.5286
C 0.1616 3.3581 -1.7120
Cl -0.7118 2.5162 -2.9739
C 0.6046 4.6534 -1.9732
Cl 0.2737 5.4489 -3.4755
C 1.3313 5.3242 -0.9904
Cl 1.9100 6.9260 -1.2741
C 1.5874 4.6976 0.2307
Cl 2.5046 5.5086 1.4466
Br 2.1559 -2.0308 -5.9492
C 1.7016 -2.1922 -4.1145
C 2.6768 -2.4728 -3.1741
C 2.2798 -2.5768 -1.8521
C 0.9397 -2.3892 -1.5439
N 0.0102 -2.1239 -2.4560
C 0.3840 -2.0248 -3.7251
H 3.7145 -2.5723 -3.4585
H 2.9969 -2.7624 -1.0684
H 0.6165 -2.4347 -0.5096
H -0.3868 -1.8017 -4.4550
N -2.1478 -0.2095 -0.9232
S -2.4510 -1.7460 -0.8214
C -3.8283 -2.0059 0.2954
C -3.6556 -2.9395 1.3062
C -4.6685 -3.1191 2.2383
C -5.8269 -2.3629 2.1549
C -5.9826 -1.4234 1.1446
C -4.9819 -1.2422 0.2072
C -3.2657 -2.2326 -2.3595
C -3.1823 -1.3702 -3.4390
C -3.7698 -1.7337 -4.6421
C -4.4249 -2.9510 -4.7596
C -4.4905 -3.8129 -3.6732
C -3.9076 -3.4566 -2.4671
H -2.9973 0.3484 -1.0038
H -2.7298 -3.4976 1.3847
H -4.5339 -3.8313 3.0418
H -6.6088 -2.4902 2.8929
H -6.8763 -0.8146 1.1007
H -5.0897 -0.4977 -0.5719
H -2.6453 -0.4360 -3.3217
H -3.7089 -1.0636 -5.4902
H -4.8809 -3.2327 -5.7004
H -4.9998 -4.7642 -3.7640
H -3.9566 -4.1219 -1.6137
F -3.8625 1.6364 0.9611
C -2.6363 1.7927 1.6660
F -2.5130 3.1813 1.8141
C -2.9940 1.3250 3.0660
F -1.9232 1.4016 3.8818
F -3.9887 2.0143 3.6882
F -3.3903 0.0332 3.0546
N 0.2218 -4.9791 4.3125
C -0.0418 -4.3506 3.3733
N -0.3843 -3.7525 2.2535
C -0.3229 -2.4752 2.0985
N -0.3329 -1.3434 1.8130
C 6.2301 3.0699 4.0189
C 5.5018 2.4271 2.8695
C 5.4934 2.9992 1.6062
C 4.8209 2.4175 0.5374
C 4.8355 3.1061 -0.7961
C 4.1260 1.2099 0.7152
Se 3.1882 0.4234 -0.7369
C 4.1294 0.6211 1.9930
C 3.4058 -0.6678 2.2505
C 4.8100 1.2326 3.0366
H 6.5965 4.0598 3.7420
H 7.0913 2.4745 4.3374
H 5.5786 3.1870 4.8885
H 6.0154 3.9390 1.4447
H 5.3591 4.0628 -0.7341
H 3.8166 3.2727 -1.1533
H 5.3137 2.4796 -1.5527
H 2.3259 -0.5454 2.1341
H 3.6072 -1.0364 3.2586
H 3.6969 -1.4243 1.5190
H 4.7940 0.7599 4.0155
*
```

Summary:
* Kohn-Sham gap: 0.1850 Ha
* lowest unoccupied orbital energy: 0.1310 Eh
* highest occupied orbital energy: -1.469 eV

=====

No. 3
The following is a DFT calculation (ωB97M-V/def2-TZVPD) of a molecular structure, C36H26Cl2CuINO2P.

```
! RIJCOSX wB97M-V def2-TZVPD def2/J DEFGRID3
* xyz 0 1
Cu 0.0101 -1.9922 -0.7490
I -1.5817 -4.0537 -0.7864
C -3.6222 -3.3768 -0.7771
C -4.4491 -4.4689 -0.7308
C -5.8429 -4.3430 -0.7412
C -6.3853 -3.0986 -0.8014
C -5.5646 -1.9500 -0.8463
C -6.2142 -0.6998 -0.9092
C -5.5049 0.4592 -0.9614
C -4.1097 0.3870 -0.9439
C -3.4088 -0.7991 -0.8785
P -1.5788 -0.4502 -0.8381
C -1.3705 0.5894 -2.3090
C -2.0893 0.3267 -3.4740
C -1.7876 1.0046 -4.6442
C -0.7687 1.9452 -4.6612
C -0.0340 2.1893 -3.5102
C -0.3173 1.5032 -2.3412
C -1.5766 0.6776 0.5951
C -1.6362 2.0674 0.5396
C -1.6523 2.8053 1.7118
C -1.6238 2.1694 2.9430
C -1.5390 0.7873 3.0049
C -1.5053 0.0472 1.8357
C -4.1252 -2.0416 -0.8315
H -4.0262 -5.4628 -0.6884
H -6.4634 -5.2272 -0.7045
H -7.4597 -2.9695 -0.8156
H -7.2965 -0.6797 -0.9183
H -5.9988 1.4197 -1.0127
H -3.5622 1.3183 -0.9863
H -2.8769 -0.4164 -3.4650
H -2.3408 0.7871 -5.5485
H -0.5379 2.4759 -5.5757
H 0.7810 2.9007 -3.5301
H 0.2978 1.6470 -1.4635
H -1.6709 2.5797 -0.4129
H -1.6861 3.8861 1.6649
H -1.6617 2.7521 3.8544
H -1.4814 0.2870 3.9623
H -1.4186 -1.0337 1.8722
Cl 2.5321 -0.1531 3.2558
C 2.9221 1.4542 2.7420
C 2.5956 2.5050 3.5800
C 2.7364 3.8150 3.1594
C 3.2190 4.0733 1.8872
C 3.6137 3.0230 1.0835
Cl 4.2939 3.3638 -0.4790
C 3.5047 1.6776 1.4808
N 3.9204 0.6767 0.6332
C 4.6039 -0.4856 1.0016
C 5.2697 -0.5499 2.2256
C 5.9381 -1.6987 2.6073
C 5.9748 -2.7858 1.7533
C 5.3589 -2.7047 0.5158
C 4.6754 -1.5651 0.1103
C 4.0359 -1.5226 -1.2571
C 2.5022 -1.3820 -1.2624
O 1.9514 -0.4118 -1.7902
O 1.8793 -2.3350 -0.6680
H 2.2139 2.2855 4.5656
H 2.4518 4.6306 3.8098
H 3.3199 5.0886 1.5305
H 3.8705 0.8926 -0.3503
H 5.2630 0.3100 2.8821
H 6.4290 -1.7367 3.5709
H 6.4914 -3.6908 2.0453
H 5.3993 -3.5485 -0.1619
H 4.2559 -2.4685 -1.7507
H 4.4578 -0.7065 -1.8479
*
```

Summary:
* Kohn-Sham gap: 0.2599 Ha
* lowest unoccupied orbital energy: -0.0110 Eh
* highest occupied orbital energy: -7.373 eV

=====

No. 4
The following is a DFT calculation (ωB97M-V/def2-TZVPD) of a molecular structure, C36H27BBrF4N10O2PY in a non-equilibrium geometry.

```
! RIJCOSX wB97M-V def2-TZVPD def2/J DEFGRID3
* xyz 2 2
Y 0.5630 -0.0712 -0.2345
C 4.6208 -1.7440 -1.1627
C 3.7861 -0.7714 -0.6367
N 2.5370 -0.9208 -1.0986
N 2.5557 -1.9900 -1.9402
C 3.7931 -2.5010 -1.9725
B 1.1744 -2.4512 -2.5182
N 0.3699 -3.0364 -1.3054
C 0.0277 -4.3120 -1.0982
C -0.4966 -4.4352 0.1796
C -0.4324 -3.1537 0.7019
N 0.0970 -2.3008 -0.1866
N 0.4712 -1.1689 -3.0939
C 0.4472 -0.7982 -4.3751
C -0.2327 0.4070 -4.4832
C -0.6061 0.7124 -3.1861
N -0.1733 -0.2399 -2.3382
N 1.2487 -3.4567 -3.6299
C 2.2455 -3.9067 -4.4571
C 1.6757 -4.6950 -5.4072
C 0.2952 -4.6485 -5.1147
N 0.0278 -3.9232 -4.0406
H 5.6734 -1.8876 -0.9836
H 4.0214 0.0243 0.0559
H 4.0266 -3.3795 -2.5466
H 0.1666 -5.0535 -1.8699
H -0.8716 -5.3306 0.6511
H -0.7474 -2.8110 1.6764
H 0.9003 -1.4139 -5.1389
H -0.4362 0.9665 -5.3817
H -1.1859 1.5456 -2.8192
H 3.2772 -3.6259 -4.3423
H 2.1726 -5.2183 -6.2080
H -0.5146 -5.1359 -5.6418
F 0.2866 -1.3487 7.3330
C -0.0787 -0.9250 6.1483
C -1.2797 -0.2683 5.9914
F -2.0645 -0.0669 7.0292
C -1.6582 0.1793 4.7423
F -2.8257 0.8154 4.6766
C -0.8700 -0.0214 3.6130
P -1.4410 0.5269 1.9845
C -2.6903 -0.6345 1.3690
C -3.6125 -1.2081 2.2488
C -4.5826 -2.0629 1.7506
C -4.6311 -2.3625 0.3916
C -3.7097 -1.8052 -0.4816
C -2.7408 -0.9463 0.0066
C -2.1778 2.1004 2.2668
C -3.3731 2.4592 1.6174
C -3.9323 3.6919 1.8746
C -3.2946 4.5827 2.7424
C -2.0865 4.2462 3.3573
C -1.5195 3.0164 3.1138
C 0.3662 -0.6504 3.8136
Br 1.6810 -0.8343 2.4716
C 0.7518 -1.1069 5.0526
F 1.9195 -1.6963 5.2407
H -3.6015 -0.9854 3.3055
H -5.3084 -2.4918 2.4308
H -5.3879 -3.0399 0.0153
H -3.7333 -2.0468 -1.5375
H -2.0247 -0.5582 -0.7014
H -3.8657 1.7659 0.9467
H -4.8682 3.9670 1.4071
H -3.7423 5.5496 2.9391
H -1.6001 4.9475 4.0216
H -0.5793 2.7510 3.5856
O -0.5802 1.8197 -0.2717
N 0.0825 2.9212 -0.4425
N 1.3389 2.7784 -0.2574
O 1.8548 1.6488 0.1564
C 2.2086 3.8992 -0.5618
C 1.6694 5.1429 -0.8757
C 2.5381 6.1731 -1.1803
C 3.9127 5.9615 -1.1686
C 4.4256 4.7132 -0.8464
C 3.5719 3.6669 -0.5377
H 0.6002 5.2978 -0.8763
H 2.1400 7.1489 -1.4257
H 4.5853 6.7748 -1.4113
H 5.4959 4.5501 -0.8349
H 3.9540 2.6894 -0.2861
*
```

Summary:
* Kohn-Sham gap (spin up / spin down): 0.2914 / 0.1461 Ha
* lowest unoccupied orbital energy (spin up / spin down): -0.2054 / -0.3507 Eh
* highest occupied orbital energy (spin up / spin down): -13.517 / -13.517 eV